(1)
Formula: C4H8O2
Source: OMol25
Level of theory: wB97M-V/def2-TZVPD

Geometry (Å):
O (0.2825, 0.0556, -0.9245)
O (-0.5410, 2.4325, 0.2983)
C (1.5878, -0.4787, -0.9038)
C (-1.6257, -0.1112, 0.6524)
C (-0.7147, -0.8526, 1.2093)
C (-0.6723, -0.7584, -0.2686)
H (-0.2837, -1.2627, 2.1085)
H (-0.9677, -1.5920, -0.9103)
H (1.6199, -1.4781, -1.3604)
H (2.2245, 0.1944, -1.4837)
H (-0.2040, 2.0335, 1.1095)
H (-2.4713, 0.5531, 0.7267)
H (-0.2137, 1.8131, -0.3756)
H (1.9792, -0.5486, 0.1221)

Summary:
maximum force = 0.3 eV/A
HOMO energy = -10.16 eV
electronic energy = -8369.6123 eV
SMILES string = COC1C=C1.O
spin multiplicity = 1
energy relative to the best compared isomer or geometry (same formula, charge and spin) = 3.669 eV

Löwdin atomic charge list, values in e, 5 entries:
1. O -0.201
2. O -0.069
3. C -0.096
4. C 0.009
5. C 0.020



(2)
Formula: C7H19NP
Source: OMol25
Level of theory: wB97M-V/def2-TZVPD

Geometry (Å):
P (-2.2025, -1.6173, 0.3161)
N (1.3273, -0.6559, 0.1309)
C (0.4295, -0.3685, -0.9562)
C (2.7718, -0.1469, -0.2230)
C (-2.5702, 0.9311, 1.2832)
C (2.7113, 1.2493, 0.2731)
C (3.7897, -0.9658, 0.5703)
C (-3.3158, -0.1194, 0.4564)
C (-3.8230, 0.3999, -0.8740)
H (-3.2671, 1.7013, 1.4395)
H (-2.9625, 0.6521, -1.4738)
H (1.4127, -1.6356, 0.2145)
H (-4.4577, 1.2727, -0.7352)
H (0.6229, -0.7365, -1.9990)
H (1.0291, -0.1524, 0.8829)
H (2.6679, 1.1022, 1.2864)
H (4.9005, -0.8024, 0.1918)
H (-4.3655, -0.4122, -1.3329)
H (3.6282, 1.6789, -0.0236)
H (1.8467, 1.8286, 0.0943)
H (-2.2248, 0.3318, 2.1174)
H (3.6771, -2.0384, 0.4278)
H (-4.2403, -0.3803, 1.1334)
H (3.8260, -0.6681, 1.6217)
H (-2.8191, -1.9922, -0.8781)
H (-1.7918, 1.2609, 0.6452)
H (2.8788, -0.4130, -1.2285)
H (-0.2460, 0.4692, -0.9074)

Summary:
maximum force = 4.8 eV/A
HOMO energy (spin up / spin down) = -12.92 / -11.74 eV
electronic energy = -18335.0977 eV
spin multiplicity = 1
net charge = +1
energy relative to the best compared isomer or geometry (same formula, charge and spin) = 4.244 eV

Löwdin atomic charge list, values in e, 5 entries:
1. P 0.914
2. N 0.036
3. C 0.015
4. C -0.329
5. C -0.160



(3)
Formula: C4H10N2O
Source: OMol25
Level of theory: wB97M-V/def2-TZVPD

Geometry (Å):
O (2.0078, 0.3662, 1.3247)
N (1.9016, -0.5358, -1.0992)
N (1.2177, 0.9918, 0.5942)
C (-1.5293, 1.1539, 0.3113)
C (1.0222, 0.4540, -0.6881)
C (-0.6736, 0.0350, -0.2431)
C (-0.6499, -1.1951, 0.6319)
H (2.4488, -0.8999, -0.3221)
H (-2.5635, 0.8096, 0.4070)
H (-1.5095, 2.0290, -0.3389)
H (-0.2271, -0.9406, 1.6079)
H (-1.6623, -1.5754, 0.7834)
H (0.8757, 1.2683, -1.4026)
H (-1.1818, 1.4494, 1.3018)
H (1.5984, -1.1916, -1.8020)
H (-0.0658, -2.0003, 0.1861)
H (-1.0093, -0.2186, -1.2523)

Summary:
maximum force = 2.8 eV/A
HOMO energy (spin up / spin down) = -8.95 / -8.95 eV
electronic energy = -9335.0117 eV
SMILES string = CC(C)[C@H](N)N=O
spin multiplicity = 1
energy relative to the best compared isomer or geometry (same formula, charge and spin) = 3.976 eV

Löwdin atomic charge list, values in e, 5 entries:
1. O -0.040
2. N 0.075
3. N -0.045
4. C -0.096
5. C -0.373



(4)
Formula: C11H12O2
Source: OMol25
Level of theory: wB97M-V/def2-TZVPD

Geometry (Å):
O (1.6924, -1.3280, 1.3819)
O (3.3750, -0.9486, -0.0917)
C (-3.1092, -0.8152, 0.1365)
C (-0.3631, -0.2665, -0.3084)
C (1.1730, 0.0675, -0.6419)
C (-0.9034, -1.5439, -0.6737)
C (2.0065, -0.7002, 0.2732)
C (1.4747, 1.4878, -0.7354)
C (0.5408, 2.2523, 0.3270)
C (-0.9605, 2.0869, 0.0038)
C (-1.3579, 0.6731, 0.1256)
C (-2.2728, -1.7639, -0.5455)
C (-2.6553, 0.3806, 0.6253)
H (0.9616, 3.3191, 0.2649)
H (3.5860, -1.7676, 0.6025)
H (-0.1702, -2.1222, -1.2240)
H (-4.0703, -1.2052, 0.7457)
H (-1.3967, 2.7489, 0.7874)
H (-0.9937, 2.6669, -1.0552)
H (2.6210, 1.5144, -0.2955)
H (-3.0482, 1.2983, 1.3866)
H (-2.8615, -2.6675, -0.7971)
H (0.4802, 1.7847, 1.3109)
H (1.5120, 1.9187, -1.9129)
H (1.4035, -0.4267, -1.6547)

Summary:
maximum force = 8.6 eV/A
HOMO energy = -8.77 eV
electronic energy = -15692.6728 eV
SMILES string = O=C(O)[C@@H]1CCCc2ccccc21
spin multiplicity = 1
energy relative to the best compared isomer or geometry (same formula, charge and spin) = 4.372 eV

Löwdin atomic charge list, values in e, 5 entries:
1. O 0.011
2. O -0.015
3. C -0.126
4. C -0.073
5. C -0.271



(5)
Formula: C5H10FN2O
Source: OMol25
Level of theory: wB97M-V/def2-TZVPD

Geometry (Å):
F (0.8914, 1.7297, 2.0917)
O (-0.3675, 2.0481, 0.3407)
N (0.4735, -0.6782, -0.3507)
N (1.2911, 0.0841, -2.3291)
C (-1.0749, -0.2293, -2.1565)
C (0.1616, -0.1882, -1.7318)
C (-0.3196, 1.8800, 1.4983)
C (-0.0077, -1.1342, 2.0088)
C (-0.3538, -0.7186, 0.6331)
H (2.0957, 0.2540, -1.6891)
H (1.3937, -1.2030, -0.3133)
H (-0.4728, -0.3094, 2.6655)
H (1.1405, -1.1164, 2.3110)
H (1.4584, 0.6009, -3.2894)
H (-0.6291, -2.0249, 2.2852)
H (-1.8097, -0.6714, -1.6719)
H (-1.4056, -0.4947, 0.6468)
H (-1.2134, 2.0417, 2.1189)
H (-1.2519, 0.1299, -3.0683)

Summary:
maximum force = 6.3 eV/A
HOMO energy = -12.62 eV
electronic energy = -13083.1671 eV
spin multiplicity = 1
net charge = +1
energy relative to the best compared isomer or geometry (same formula, charge and spin) = 2.087 eV

Löwdin atomic charge list, values in e, 5 entries:
1. F 0.071
2. O 0.143
3. N 0.162
4. N 0.120
5. C 0.110



(6)
Formula: C4H6Cl2Si
Source: OMol25
Level of theory: wB97M-V/def2-TZVPD

Geometry (Å):
Cl (-1.7535, 2.6771, -0.6301)
Cl (0.8943, 3.0906, 0.8334)
Si (-0.2407, 1.5725, 0.1129)
C (-0.5825, -0.1402, 1.5076)
C (0.5728, 0.2646, -1.0414)
C (-0.2600, -1.2862, 0.9314)
C (0.1767, -1.2518, -0.4931)
H (-0.3800, -2.2493, 1.3180)
H (1.6321, 0.3129, -0.9463)
H (-0.9492, -0.0369, 2.4628)
H (1.1866, -1.7656, -0.8822)
H (-0.6869, -1.6302, -1.1288)
H (0.3903, 0.4425, -2.0441)

Summary:
maximum force = 4.4 eV/A
HOMO energy = -9.70 eV
electronic energy = -37168.8535 eV
SMILES string = Cl[Si]1(Cl)C=CCC1
spin multiplicity = 1
energy relative to the best compared isomer or geometry (same formula, charge and spin) = 1.903 eV

Löwdin atomic charge list, values in e, 5 entries:
1. Cl 0.298
2. Cl 0.281
3. Si -0.149
4. C -0.086
5. C -0.282